Density functional theory data (wB97M-V/def2-TZVPD) for a 2-piece molecular cluster, C4H8S2 overall.

Results
2S+1: 1
Relative energy (zero: lowest compared OMol25 entry of this formula, charge and spin) in kcal per mole: 113.9
E_LUMO (alpha / beta) in eV: 0.146 / 0.380
Total charge: 0

Cartesian coordinates (Å):
C  -1.159  -0.269  0.896
C  -0.046  -0.703  0.398
C  -1.610  -0.470  2.330
C  0.803  0.443  -2.203
S  2.061  -0.663  -2.682
S  1.076  2.138  -1.950
H  -1.866  0.260  0.264
H  0.828  -1.226  0.710
H  -2.338  0.287  2.609
H  -2.069  -1.456  2.436
H  -0.757  -0.419  3.005
H  -0.130  0.243  -2.704
H  3.006  -0.175  -1.867
H  2.201  2.011  -1.242

***

Density functional theory data (wB97M-V/def2-TZVPD) for an isolated ion of composition C22H31ClN3O3 and charge +1.

Results
2S+1: 1
E_LUMO in eV: -1.946
Total charge: +1

Cartesian coordinates (Å):
C  3.910  1.546  1.746
C  3.159  2.080  0.537
N  1.977  1.251  0.195
C  1.286  1.694  -1.037
H  0.500  0.963  -1.237
H  0.824  2.667  -0.866
C  2.232  1.802  -2.247
N  3.246  0.757  -2.245
H  4.067  1.091  -2.737
C  2.831  -0.509  -2.852
C  1.942  -1.271  -1.910
C  0.672  -1.680  -2.268
C  -0.142  -2.328  -1.349
C  0.247  -2.517  -0.020
C  1.569  -2.156  0.324
C  2.392  -1.552  -0.625
H  3.421  -1.363  -0.353
O  2.142  -2.268  1.550
C  1.664  -3.181  2.524
H  2.482  -3.288  3.236
H  0.783  -2.793  3.037
H  1.434  -4.151  2.085
O  -0.520  -3.050  0.975
C  -1.913  -2.840  1.019
H  -2.448  -3.590  0.426
C  -2.318  -1.422  0.602
O  -1.489  -0.539  0.467
N  -3.646  -1.290  0.435
C  -4.391  -0.151  0.078
C  -3.811  1.090  -0.156
C  -4.612  2.165  -0.500
C  -5.983  2.017  -0.614
C  -6.560  0.779  -0.382
C  -5.771  -0.301  -0.037
H  -6.222  -1.266  0.144
H  -7.628  0.653  -0.468
H  -6.601  2.860  -0.883
H  -4.158  3.127  -0.680
H  -2.745  1.209  -0.067
H  -4.212  -2.118  0.573
H  -2.174  -2.983  2.075
Cl  -1.685  -2.847  -1.941
H  0.303  -1.518  -3.268
H  3.736  -1.091  -3.039
H  2.316  -0.357  -3.811
H  1.608  1.782  -3.153
H  2.739  2.769  -2.224
C  1.025  1.064  1.325
C  0.479  2.360  1.901
H  1.253  2.970  2.359
H  -0.243  2.107  2.673
H  -0.042  2.949  1.153
H  1.542  0.500  2.101
H  0.196  0.454  0.961
H  2.334  0.298  -0.046
H  2.831  3.107  0.705
H  3.823  2.055  -0.326
H  4.863  2.063  1.824
H  4.114  0.484  1.638
H  3.372  1.709  2.675

***

Density functional theory data (wB97M-V/def2-TZVPD) for one molecule with the formula C17H22N2O2.

Results
2S+1: 1
Relative energy (zero: lowest compared OMol25 entry of this formula, charge and spin) in kcal per mole: 126.2
E_LUMO in eV: -0.266
Total charge: 0

Cartesian coordinates (Å):
O  2.992  1.994  3.125
O  -0.718  2.376  -0.571
C  2.632  1.291  2.130
C  -0.806  1.382  0.136
C  4.092  -2.838  1.836
C  4.510  -1.888  2.826
C  3.289  -2.278  0.834
C  3.978  -0.605  2.919
C  2.907  -0.894  0.848
C  3.186  -0.055  1.918
N  -5.117  -2.913  -0.286
N  -4.065  -3.265  -1.032
C  1.631  1.864  1.148
C  0.203  1.299  1.311
C  -5.094  -1.439  -0.204
C  -1.520  -0.185  -1.716
C  -2.379  -1.482  -1.980
C  -3.016  0.181  0.168
C  -1.534  0.098  -0.210
C  -2.954  -2.264  -0.787
C  -3.572  -1.201  0.198
H  4.339  -3.855  1.936
H  4.954  -2.268  3.754
H  3.102  -2.973  -0.012
H  4.479  0.063  3.586
H  2.310  -0.555  -0.002
H  -5.114  -3.318  0.618
H  -4.320  -3.300  -2.072
H  2.017  1.468  0.200
H  1.632  2.948  1.029
H  0.321  0.242  1.579
H  -0.264  1.872  2.087
H  -5.764  -1.044  0.627
H  -5.271  -0.967  -1.122
H  -2.039  0.650  -2.173
H  -0.451  -0.309  -1.967
H  -3.246  -1.049  -2.593
H  -1.886  -2.178  -2.570
H  -3.679  0.855  -0.390
H  -3.062  0.571  1.108
H  -1.070  -0.667  0.403
H  -2.108  -2.777  -0.249
H  -3.568  -1.627  1.178

***

Density functional theory data (wB97M-V/def2-TZVPD) for a 2-piece molecular cluster, C3H10O2S2 overall.

Results
2S+1: 1
Relative energy (zero: lowest compared OMol25 entry of this formula, charge and spin) in kcal per mole: 8.7
E_LUMO in eV: 0.401
Total charge: 0

Cartesian coordinates (Å):
C  -0.006  1.255  1.203
C  0.420  -0.220  1.476
O  0.902  -0.900  0.300
C  -0.729  1.481  -0.141
S  0.303  1.754  -1.638
S  0.788  0.075  -2.742
H  0.874  1.888  1.322
H  -0.644  1.554  2.041
H  1.345  -0.134  2.061
H  -0.325  -0.843  1.961
H  0.134  -1.489  0.062
H  -1.253  2.427  0.037
H  -1.517  0.755  -0.366
H  1.713  -0.424  -1.880
H  -0.144  -2.975  -1.062
H  -0.972  -1.815  -1.702
O  -0.888  -2.390  -0.931